Entry 1:
This record from OMol25 describes a molecular structure, C23H21CoN4O2Si. The level of theory is ωB97M-V/def2-TZVPD.

Element x y z (Å)
Co -0.67924 -0.14761 -0.03645
H -2.58309 -3.14831 3.53546
C 1.81201 3.73813 2.12941
C 0.65087 4.35961 -0.63282
C 2.15067 -1.26748 -3.18196
C 1.95372 -1.25666 1.61442
C 0.33913 1.64105 0.58122
C -2.18367 -1.09060 -2.17425
H -1.42422 3.31242 2.62600
C 1.21184 0.75586 0.50514
C -0.73213 -1.16693 -2.66963
H 1.53090 -1.36583 -4.05540
H -2.91900 -2.17470 -3.83852
H -1.12747 4.98350 2.13768
H 4.36700 -0.91306 -0.04225
H 1.35350 3.81932 -1.26998
N -0.50398 -1.42266 1.52647
H -0.38055 -3.66348 4.69077
N -2.44205 -0.45266 -1.02834
C 0.73821 -2.52653 3.29491
C -1.20238 3.95592 1.77149
C 1.55214 -0.93757 -1.95985
H 2.74516 3.37114 1.69547
H 5.39311 -1.61022 -2.21352
N 1.88672 -0.34858 0.41562
C -1.62108 -1.95910 2.06156
C 0.70807 -1.70851 2.12734
C 3.77384 -1.02491 -0.93894
O 3.07116 -1.52990 2.03787
C -3.19201 -1.68313 -2.91625
H 1.06380 5.35322 -0.44022
C -3.70195 -0.37062 -0.58473
H -2.04244 3.90640 1.07554
H 1.65156 3.21131 3.07284
H 3.94329 -1.76636 -4.22326
C -0.40991 -3.03808 3.80759
C 2.41671 -0.77757 -0.86546
H 1.70432 -2.72430 3.73638
C -4.49067 -1.61820 -2.44803
O -0.58599 -1.56534 -3.81926
H -5.29435 -2.08745 -3.00090
H 1.93440 4.80171 2.34985
H -0.28281 4.48281 -1.18491
H -3.85312 0.17897 0.33614
N 0.16492 -0.79429 -1.74306
Si 0.39267 3.45771 0.96910
C -4.75685 -0.94301 -1.26356
H -2.54535 -1.72502 1.54453
C 3.51722 -1.49963 -3.26408
C -1.64575 -2.75553 3.17052
H -5.75982 -0.85897 -0.87007
C 4.33296 -1.40623 -2.14762

Force components x, y, z for each atom (eV/Å):
Co 0.11 -0.63 -0.29
H 0.01 -0.01 0.00
C 0.17 0.00 0.13
C 0.05 0.12 -0.16
C 0.07 -0.04 0.00
C 0.12 0.10 -0.12
C 0.23 0.33 0.03
C 0.19 0.08 -0.02
H -0.01 0.03 -0.01
C 0.27 0.08 0.19
C -0.33 -0.02 -0.06
H -0.01 -0.02 -0.02
H -0.02 -0.01 0.01
H -0.06 -0.02 -0.01
H 0.00 -0.01 -0.01
H 0.01 0.04 0.00
N -0.19 0.09 0.04
H -0.01 0.01 -0.01
N -0.13 0.01 0.26
C 0.05 0.05 -0.06
C -0.17 0.10 0.14
C -0.23 -0.02 0.02
H -0.01 0.02 0.02
H 0.00 0.01 -0.02
N -0.33 -0.33 -0.10
C 0.07 0.06 -0.08
C -0.04 -0.03 -0.01
C 0.07 0.06 -0.08
O 0.02 -0.03 0.02
C 0.00 0.03 -0.06
H -0.03 0.00 -0.04
C 0.03 0.06 -0.08
H 0.01 -0.02 0.01
H 0.03 0.01 -0.02
H -0.01 0.00 0.01
C -0.08 -0.05 0.05
C 0.06 0.14 0.36
H -0.01 0.00 0.00
C -0.04 -0.03 -0.03
O 0.12 -0.03 0.05
H 0.01 0.01 0.00
H 0.00 -0.03 0.00
H 0.02 -0.03 -0.01
H 0.01 -0.03 0.02
N 0.10 0.01 -0.08
Si -0.13 -0.11 -0.05
C 0.00 0.03 0.00
H 0.01 0.01 -0.01
C -0.07 0.02 0.01
C 0.06 -0.02 0.05
H 0.00 -0.01 -0.01
C 0.00 0.00 0.02

Its spin multiplicity is 5. For the HOMO energy (alpha / beta), the calculation gives -0.2136 / -0.2977 Ha. Its energy above the lowest of the compared OMol25 structures with the same formula, charge and spin is 16.4 kJ/mol. The value obtained for the frontier orbital gap (alpha / beta) is 5.6 / 7.7 eV. The LUMO energy (alpha / beta) is -0.008 / -0.016 Eh.

Löwdin population analysis, charges in e, atoms 1 to 6:
1 Co 0.730
2 H 0.094
3 C -0.179
4 C -0.176
5 C -0.005
6 C -0.358

***

Entry 2:
This record from OMol25 describes 3 unconnected molecules or ions with the total composition C23H21F10O10P. The level of theory is ωB97M-V/def2-TZVPD.

Element x y z (Å)
F -5.52935 -3.22572 2.33469
C -1.46200 -3.04522 -4.78651
F -3.35993 -3.44111 2.53449
C 5.47236 3.61578 0.34039
H -1.29767 2.48939 1.85761
H 2.80669 1.39419 0.08141
O -1.76810 -1.87404 -2.75729
C 2.77233 0.38458 -0.33090
C -0.08257 0.77545 2.23740
C -1.13714 -4.23655 -5.30783
O 8.03079 5.61672 -2.09274
H -0.83403 -5.43773 -6.67905
F -4.45718 -1.98020 4.38124
O -1.15540 -3.84594 -1.19119
C -4.34697 -1.40717 3.16721
O -1.09029 -4.49473 -6.60557
C -5.37754 2.10436 1.40377
H -1.51175 1.80336 3.47517
O 0.05311 0.46202 0.84223
C -4.34220 -2.60870 2.17547
F -2.02375 -1.21472 3.31611
H -5.09395 2.31164 0.36747
O 0.10225 -1.66455 0.15999
P -2.90039 0.75072 1.73502
C -1.11481 -4.09423 -2.48486
F -3.46973 3.30871 2.08468
C 7.30892 4.93411 -1.38867
H 7.04831 7.15898 -1.36961
H -1.39455 -2.90266 -1.07955
F -5.45662 -0.67258 2.94446
H -0.06877 -0.14189 2.83261
C -3.13469 -0.43490 3.19953
C -0.78718 -5.43444 -4.44693
C 6.50172 2.86760 -0.48319
H -6.05774 2.88997 1.74980
H 4.68625 5.58318 0.84815
O 6.33375 6.99315 -0.72031
C 0.70073 -0.71489 0.54615
O 6.45131 1.55545 -0.31554
H 2.45185 -0.31163 1.70435
H 0.75956 1.40732 2.55402
C 5.42006 5.05611 0.25524
C -0.79389 -5.28746 -3.01219
C 6.28440 5.68241 -0.55745
O 4.73953 2.92907 1.03245
F -3.26271 0.23664 4.38481
H 5.72765 1.39635 0.32537
C -4.13435 2.07438 2.27147
H -1.71644 -2.18898 -5.39480
H 8.09878 2.96486 -1.88941
H 2.16020 0.41675 -1.23733
H -5.90510 1.15160 1.43670
H -4.37710 2.01229 3.33517
C -1.47624 -2.89831 -3.34704
F -4.94873 -1.31448 0.27622
H -0.53957 -6.14404 -2.40432
C 7.36432 3.49195 -1.29738
F -4.48211 -3.40112 -0.03838
C -4.16605 -2.32248 0.66215
O -0.51841 -6.46243 -5.04605
F -2.89420 -1.99507 0.41964
C 2.19707 -0.62287 0.68516
C -1.37770 1.55231 2.41792
H 2.59880 -1.62656 0.52186
H 3.77614 0.07599 -0.63350

Force components x, y, z for each atom (eV/Å):
F 0.01 -0.01 -0.02
C 0.00 0.07 -0.02
F 0.07 -0.30 0.08
C -0.03 0.09 0.00
H -0.01 -0.10 0.13
H 0.03 -0.11 -0.05
O 0.01 -0.04 -0.04
C -0.11 -0.05 -0.07
C 0.16 0.08 -0.02
C 0.00 -0.01 -0.02
O -0.01 0.01 0.02
H 0.00 0.00 0.06
F -0.04 0.05 0.05
O -0.06 -0.23 -0.17
C 0.17 0.05 -0.05
O -0.02 0.05 -0.03
C 0.06 0.10 0.02
H 0.05 0.04 -0.12
O -0.29 -0.11 -0.02
C 0.00 0.15 -0.11
F 0.07 0.01 -0.03
H -0.05 -0.06 0.12
O -0.35 -0.45 -0.31
P 0.04 0.06 0.08
C -0.05 0.12 0.18
F -0.18 -0.16 0.08
C 0.04 -0.10 -0.03
H 0.01 -0.05 0.00
H 0.15 0.07 0.05
F -0.16 0.09 0.00
H -0.03 0.12 -0.10
C -0.26 -0.18 0.11
C 0.00 0.00 0.15
C -0.02 -0.05 0.01
H 0.13 -0.11 -0.05
H 0.01 0.02 -0.01
O -0.05 -0.01 0.04
C 0.50 0.72 0.50
O 0.04 0.00 -0.04
H -0.05 -0.07 -0.09
H -0.12 -0.10 -0.04
C -0.07 -0.02 0.08
C 0.04 -0.13 -0.06
C 0.02 0.06 -0.03
O 0.00 0.00 0.03
F 0.07 -0.06 -0.07
H 0.00 0.05 0.00
C -0.07 0.29 -0.13
H 0.00 -0.01 -0.01
H -0.01 -0.01 0.01
H 0.10 -0.04 0.08
H 0.04 0.01 0.00
H 0.06 -0.03 -0.12
C -0.05 0.07 -0.04
F -0.12 -0.01 -0.04
H -0.01 0.02 0.02
C 0.07 0.02 -0.06
F 0.05 -0.09 -0.04
C 0.20 0.31 0.16
O 0.01 -0.02 -0.04
F -0.16 -0.19 -0.06
C 0.15 -0.21 -0.11
C 0.13 0.10 0.09
H -0.05 0.17 0.03
H -0.05 0.13 0.09

For the HOMO energy, the calculation gives -0.3452 Ha. The value obtained for the frontier orbital gap is 7.7 eV. The LUMO energy is -0.061 Eh.

Löwdin population analysis, charges in e, atoms 1 to 6:
1 F 0.164
2 C 0.070
3 F 0.171
4 C -0.308
5 H 0.091
6 H 0.064

***

Entry 3:
This record from OMol25 describes a single C23H21F3N6O2 molecule. The level of theory is ωB97M-V/def2-TZVPD.

Element x y z (Å)
H -0.38924 -2.83074 -1.22801
H 4.69730 0.98134 1.09942
H -4.14972 -3.03844 1.52017
H 5.09067 -0.70899 -2.37447
N 3.29243 -2.41947 -1.43824
C 0.53839 -1.43291 0.83744
O 3.01620 3.37066 -0.50574
C 4.64709 0.99509 -1.08185
H -6.09121 -1.94437 0.53106
C 5.98739 -1.09346 -0.49026
F 6.34613 -2.30736 -0.91016
N 2.76188 0.54546 0.36954
H -1.75482 0.39186 0.69669
C -4.04698 -2.03916 1.12086
H -3.72794 1.51202 -0.31281
H 3.60564 5.79457 1.58651
N -5.93976 1.70083 -1.15039
F 5.68542 -1.20362 0.80928
C -8.11146 1.15211 -1.20698
H 5.60549 1.50844 -1.15835
C 3.53397 4.87113 1.05055
H -7.23648 3.00093 -2.11226
C -3.79992 0.51676 0.09485
C 4.08323 3.62186 1.42925
N -6.12061 0.53577 -0.52088
C -0.82535 -3.17160 -0.29104
C -7.42778 0.17181 -0.53479
C -5.15086 -1.41734 0.56521
C -1.60349 -2.06930 1.75749
C -2.81848 -1.39700 1.17676
C 2.89691 4.65328 -0.13040
C -5.03347 -0.13139 0.04923
H 1.70934 -3.66584 -1.07367
N -0.55468 -2.22952 0.76466
H 3.97701 1.38579 -1.84973
C 1.66379 -1.65098 -0.06698
C 4.83147 -0.50760 -1.32669
C 3.73927 2.74193 0.44587
C 2.14028 -2.70453 -0.88468
F 7.08763 -0.32397 -0.56208
C -2.70820 -0.11235 0.65315
C -7.12415 2.08323 -1.57004
H -1.18367 -1.44992 2.55545
H -1.86213 -3.05410 2.16006
C 2.67827 -0.68850 -0.16115
H -0.43518 -4.16544 -0.05021
O 0.60094 -0.52386 1.66984
H 2.11142 0.70540 1.13301
H -1.90535 -3.24418 -0.42313
N 3.61092 -1.17890 -1.00338
H 4.65469 3.40874 2.30891
H 2.34377 5.30399 -0.77794
C 4.01045 1.27832 0.29146
H -7.78470 -0.72436 -0.07165
H -9.16173 1.19787 -1.40870

Force components x, y, z for each atom (eV/Å):
H -0.07 -0.05 -0.01
H -0.10 0.14 -0.18
H 0.01 -0.10 0.03
H -0.09 0.07 0.22
N 0.22 -0.72 -0.49
C 0.12 -0.17 -0.10
O -0.08 -0.44 -0.34
C -0.01 -0.16 0.15
H -0.10 -0.04 -0.03
C 0.20 -0.11 -0.08
F -0.13 -0.16 -0.17
N -0.06 0.19 0.27
H 0.13 0.08 -0.01
C 0.19 0.13 0.06
H 0.04 0.05 0.00
H -0.04 0.24 0.05
N 0.57 0.45 -0.19
F -0.28 0.06 0.21
C 0.03 -0.16 0.07
H -0.08 -0.04 -0.01
C -0.31 0.10 -0.49
H 0.03 0.19 -0.10
C -0.13 0.05 -0.04
C -0.07 -0.56 -0.44
N -0.85 0.13 -0.23
C 0.15 -0.17 -0.15
C -0.19 0.14 -0.10
C -0.21 0.26 -0.16
C 0.09 0.18 0.24
C -0.07 -0.13 0.04
C 0.16 0.72 0.58
C 0.81 -0.40 0.37
H -0.13 -0.20 -0.06
N -0.17 -0.02 0.16
H 0.06 -0.01 0.01
C 0.25 0.35 0.13
C 0.56 -0.01 -0.04
C 0.50 -0.10 0.83
C 0.28 0.22 -0.04
F 0.03 0.26 -0.17
C -0.11 -0.15 0.04
C -0.10 -0.24 0.13
H -0.11 -0.21 -0.07
H -0.01 0.07 0.00
C -0.36 -0.29 -0.19
H -0.05 -0.03 -0.07
O -0.02 0.31 0.16
H 0.10 -0.04 -0.07
H 0.04 0.01 -0.04
N -0.46 0.35 0.45
H 0.13 -0.14 0.18
H -0.09 0.00 -0.15
C 0.00 0.33 -0.25
H -0.01 -0.17 0.10
H -0.20 -0.05 0.00

For the HOMO energy, the calculation gives -0.2987 Ha. The value obtained for the frontier orbital gap is 8.9 eV. The LUMO energy is 0.027 Eh.

Löwdin population analysis, charges in e, atoms 1 to 6:
1 H 0.090
2 H 0.157
3 H 0.113
4 H 0.172
5 N 0.097
6 C -0.407